Record 1
Below is a molecular structure, C49H47CrFN4P2Si at a distorted geometry, with properties calculated with wB97M-V/def2-TZVPD.

Structure (XYZ):
```
105
C49H47CrFN4P2Si | the Open Molecules 2025 dataset | wB97M-V/def2-TZVPD
Cr 0.1576 -0.6055 -0.4641
C 0.6038 2.4096 1.2240
P -1.2431 2.4868 0.9338
C -1.3522 3.8294 -0.3219
C -2.6364 4.0961 -0.7990
C -2.8428 5.0102 -1.8144
C -1.7606 5.6602 -2.3852
C -0.4833 5.4065 -1.9192
C -0.2761 4.4994 -0.8937
C -1.6384 3.4212 2.4586
C -1.7825 2.6675 3.6196
C -1.9812 3.2936 4.8360
C -2.0489 4.6757 4.8981
C -1.9224 5.4279 3.7413
C -1.7124 4.8065 2.5218
C 1.0373 1.1502 1.8767
C 1.5789 0.9704 3.1321
C 2.0056 -0.3736 3.2032
C 1.7179 -0.9408 1.9827
C 1.9210 -2.3383 1.4817
P 0.2126 -2.6187 0.8538
C -0.5372 -2.7039 2.5183
C -1.0258 -1.5333 3.0918
C -1.4419 -1.5342 4.4102
C -1.3636 -2.6934 5.1646
C -0.8599 -3.8558 4.6025
C -0.4441 -3.8626 3.2816
C -0.0409 -4.2536 0.1023
C 0.8813 -4.7564 -0.8146
C 0.5732 -5.8872 -1.5503
C -0.6546 -6.5140 -1.3960
C -1.5789 -6.0132 -0.4922
C -1.2774 -4.8860 0.2494
N 1.0759 -0.0254 1.1793
H 1.0520 2.4459 0.2283
H 0.9234 3.2711 1.8159
H -3.4751 3.5786 -0.3514
H -3.8421 5.2061 -2.1742
H -1.9090 6.3628 -3.1910
H 0.3599 5.9126 -2.3660
H 0.7335 4.3303 -0.5499
H -1.7280 1.5886 3.5592
H -2.0775 2.7020 5.7346
H -2.2127 5.1666 5.8465
H -1.9731 6.5054 3.7849
H -1.6030 5.3990 1.6238
H 1.6694 1.7091 3.9041
H 2.4708 -0.8581 4.0402
H 2.6252 -2.3657 0.6491
H 2.2333 -3.0246 2.2750
H -1.0632 -0.6263 2.5007
H -1.8243 -0.6304 4.8577
H -1.6871 -2.6844 6.1949
H -0.7804 -4.7520 5.2001
H -0.0261 -4.7563 2.8380
H 1.8354 -4.2626 -0.9490
H 1.2887 -6.2813 -2.2556
H -0.8950 -7.3915 -1.9783
H -2.5381 -6.4962 -0.3715
H -2.0022 -4.5027 0.9569
C 0.3227 2.5012 -3.4386
C -1.0230 2.6643 -3.7490
C -1.9532 2.0137 -2.9650
C -1.5248 1.2129 -1.9034
N -0.2125 1.0177 -1.6383
C 0.6732 1.6797 -2.3849
C -2.4494 0.4704 -1.0634
C -3.8314 0.6557 -1.1220
C -4.6670 -0.1501 -0.3771
C -4.0889 -1.1697 0.3720
C -2.7149 -1.2761 0.3967
N -1.8837 -0.4593 -0.2542
H 1.0857 3.0043 -4.0095
H -1.3335 3.2891 -4.5707
H -3.0041 2.1009 -3.1864
H 1.7123 1.5344 -2.1262
H -4.2493 1.4274 -1.7463
H -5.7347 -0.0109 -0.4007
H -4.6962 -1.8691 0.9226
H -2.2602 -2.0731 0.9661
C 3.8092 0.9331 0.4018
Si 3.5995 -0.3016 -1.0273
C 4.2731 0.7028 -2.5309
C 4.7015 -1.8252 -0.6260
N 1.9688 -0.8974 -1.4102
C 1.8497 -1.5458 -2.6007
C 2.9103 -1.8952 -3.4712
C 2.6858 -2.4506 -4.7123
C 1.4049 -2.7426 -5.1594
C 0.3399 -2.5133 -4.3064
C 0.5921 -1.9374 -3.0854
F -0.5022 -1.6813 -2.2378
H 4.7675 1.4285 0.2791
H 3.8176 0.4516 1.3714
H 3.0549 1.7086 0.4143
H 5.2425 0.3208 -2.8391
H 4.4237 1.7498 -2.2746
H 3.6271 0.6626 -3.4037
H 5.6788 -1.7181 -1.0853
H 4.2882 -2.7711 -0.9696
H 4.8653 -1.9051 0.4448
H 3.9251 -1.7259 -3.1593
H 3.5314 -2.6613 -5.3490
H 1.2367 -3.1429 -6.1445
H -0.6722 -2.7645 -4.5792
```

**Maximum force**: 1.82 eV/A
**Gap between HOMO and LUMO (alpha / beta)**: 6.09 / 5.91 eV
**HOMO (alpha / beta)**: -0.353 / -0.353 Ha
**Total charge**: +1
**Calculated total energy**: -115129.1695 eV
**Expectation value of S²**: 3.790
**2S+1**: 4


Record 2
Below is a molecular structure, C49H47N4O6SiTa, with properties calculated with wB97M-V/def2-TZVPD.

Structure (XYZ):
```
108
C49H47N4O6SiTa | the Open Molecules 2025 dataset | wB97M-V/def2-TZVPD
Ta 0.2812 -0.3999 -0.0517
O 0.5304 -4.5224 1.8865
C 0.7509 -3.3465 1.3493
O -0.0989 -2.4853 1.1978
C 2.1688 -3.0842 0.9971
C 3.2249 -3.9490 1.2328
C 4.5074 -3.4780 0.9979
C 4.6819 -2.1646 0.5871
C 3.5554 -1.3831 0.3776
N 2.3273 -1.8522 0.5435
C 3.5300 0.0656 -0.0068
O 4.6277 0.7727 -0.0962
O 2.4555 0.5848 -0.2261
H -0.3841 -4.6007 2.1920
H 3.0453 -4.9478 1.6044
H 5.3643 -4.1169 1.1620
H 5.6816 -1.7781 0.4360
H 5.4300 0.2986 0.1522
O 0.7190 0.1436 1.6786
C 0.1199 0.6427 2.8717
C -1.2555 -0.0370 2.9058
C -2.2238 0.1819 1.7205
C -3.0670 1.4132 1.9757
C -3.6529 2.0643 0.9771
C -3.3647 1.6592 -0.3796
C -2.3587 0.8155 -0.6530
C -1.9594 0.6202 -2.0946
C -0.6532 1.3767 -2.3821
O 0.2866 0.8290 -1.4340
C -0.8610 2.8585 -2.1293
C -1.5561 3.5958 -3.0846
C -1.8669 4.9258 -2.8536
C -1.4795 5.5330 -1.6649
C -0.7806 4.8029 -0.7176
C -0.4725 3.4673 -0.9461
C -0.0478 1.0977 -3.7518
C -0.4491 0.0372 -4.5549
C 0.2044 -0.2248 -5.7543
C 1.2648 0.5701 -6.1597
C 1.6688 1.6356 -5.3629
C 1.0163 1.8959 -4.1695
N -1.5648 0.2294 0.3687
C 0.1386 2.1644 2.8506
C -0.7911 2.9226 3.5534
C -0.6882 4.3053 3.6040
C 0.3560 4.9499 2.9581
C 1.2922 4.2021 2.2591
C 1.1848 2.8204 2.2079
C 0.9261 0.1206 4.0677
C 1.8012 -0.9491 3.9153
C 2.4962 -1.4649 5.0012
C 2.3187 -0.9194 6.2624
C 1.4477 0.1486 6.4245
C 0.7612 0.6671 5.3366
H -1.7915 0.2424 3.8134
H -1.0357 -1.1023 3.0095
H -3.2520 1.6794 3.0063
H -4.3111 2.9030 1.1580
H -3.9015 2.1085 -1.2037
H -2.7544 1.0016 -2.7338
H -1.8088 -0.4356 -2.3240
H -1.8490 3.1285 -4.0185
H -2.4061 5.4902 -3.6026
H -1.7176 6.5726 -1.4843
H -0.4719 5.2653 0.2102
H 0.0672 2.9102 -0.1933
H -1.2836 -0.5918 -4.2729
H -0.1288 -1.0445 -6.3776
H 1.7643 0.3735 -7.0990
H 2.4848 2.2715 -5.6801
H 1.3260 2.7324 -3.5543
H -1.5980 2.4408 4.0888
H -1.4220 4.8772 4.1562
H 0.4423 6.0274 3.0036
H 2.1127 4.6956 1.7542
H 1.9260 2.2467 1.6681
H 1.9562 -1.3617 2.9293
H 3.1820 -2.2918 4.8622
H 2.8590 -1.3170 7.1106
H 1.3087 0.5896 7.4024
H 0.1069 1.5151 5.4826
C 2.7402 -0.9445 -2.8879
C 1.7365 -2.0469 -2.7177
C 1.8081 -3.1456 -3.5454
C 0.8231 -4.1281 -3.4786
C -0.2480 -3.9496 -2.6393
C -0.3013 -2.7957 -1.8400
N 0.7332 -1.9195 -1.8092
N -1.3632 -2.4350 -1.0995
Si -2.8777 -2.8149 -0.7017
C -3.1824 -1.0257 1.7081
C -4.3130 -1.9575 -1.4489
C -3.2709 -4.3104 0.3010
H 2.9785 -0.8564 -3.9471
H 3.6787 -1.1686 -2.3737
H 2.3475 0.0123 -2.5604
H 2.6119 -3.2130 -4.2645
H 0.8776 -5.0011 -4.1160
H -1.0706 -4.6513 -2.6082
H -3.9635 -0.8698 0.9635
H -2.6008 -1.9435 1.5196
H -3.6693 -1.1566 2.6760
H -4.1529 -0.8843 -1.5481
H -5.2300 -2.1396 -0.8890
H -4.4403 -2.3760 -2.4544
H -2.5033 -4.5080 1.0468
H -3.3018 -5.1742 -0.3721
H -4.2397 -4.2380 0.7945
```

**Maximum force**: 0.45 eV/A
**Gap between HOMO and LUMO**: 5.90 eV
**HOMO**: -0.450 Ha
**Total charge**: +2
**Calculated total energy**: -79242.9905 eV


Record 3
Below is a molecular structure, C49H48N4O3P2PdSSi at a distorted geometry, with properties calculated with wB97M-V/def2-TZVPD.

Structure (XYZ):
```
109
C49H48N4O3P2PdSSi | the Open Molecules 2025 dataset | wB97M-V/def2-TZVPD
Pd 0.3365 0.5458 0.1830
C -0.9890 3.8541 0.7633
Si -0.5546 2.2350 1.5297
C -1.9885 1.3588 2.3325
C -3.0493 2.1093 2.8462
C -4.0746 1.4917 3.5515
C -4.0626 0.1187 3.7471
C -3.0388 -0.6531 3.2157
C -2.0289 -0.0296 2.4898
P -0.8324 -0.9949 1.5555
C -0.7747 -2.6923 2.1837
C -1.0182 -3.7753 1.3320
C -1.0361 -5.0603 1.8497
C -0.8083 -5.2785 3.1991
C -0.5724 -4.2077 4.0495
C -0.5428 -2.9217 3.5426
C -1.6461 -1.2323 -0.0143
C -2.9538 -0.9877 -0.3736
C -3.1025 -1.2898 -1.7461
C -1.3441 -2.1555 -3.5293
C 0.4971 -3.1807 -2.2603
C 0.2514 -2.3708 -1.2417
C 0.8582 2.5035 2.7143
C 0.7421 3.5158 3.6764
C 1.7680 3.7675 4.5699
C 2.9374 3.0145 4.5259
C 3.0716 2.0053 3.5916
C 2.0367 1.7657 2.6828
P 2.2092 0.4130 1.5198
C 2.5527 -1.0050 2.5880
C 1.8725 -1.0883 3.8037
C 2.1899 -2.0815 4.7125
C 3.1607 -3.0227 4.4030
C 3.8306 -2.9575 3.1928
C 3.5379 -1.9486 2.2860
C 3.6380 0.6311 0.4622
C 4.4280 1.7769 0.5724
C 5.5243 1.9362 -0.2591
C 5.8177 0.9781 -1.2170
C 5.0195 -0.1495 -1.3505
C 3.9279 -0.3246 -0.5184
H -1.0450 4.6036 1.5560
H -1.9342 3.8274 0.2317
H -0.2022 4.1571 0.0726
H -3.0680 3.1842 2.7243
H -4.8802 2.0875 3.9582
H -4.8596 -0.3569 4.3003
H -3.0543 -1.7277 3.3379
H -1.2219 -3.6311 0.2854
H -1.2394 -5.8944 1.1922
H -0.8291 -6.2852 3.5926
H -0.4169 -4.3766 5.1059
H -0.3874 -2.0911 4.2161
H -3.7249 -0.6628 0.3091
H -3.9975 -1.2034 -2.3370
H -0.6023 -1.3905 -3.8010
H 1.4551 -3.6815 -2.3063
H 0.9516 -2.1760 -0.4377
H -0.1602 4.1104 3.7431
H 1.6591 4.5505 5.3077
H 3.7388 3.2128 5.2233
H 3.9739 1.4064 3.5725
H 1.1348 -0.3376 4.0674
H 1.6872 -2.1187 5.6691
H 3.4035 -3.8003 5.1139
H 4.6022 -3.6770 2.9590
H 4.1061 -1.8839 1.3748
H 4.1919 2.5435 1.2964
H 6.1420 2.8179 -0.1654
H 6.6612 1.1201 -1.8778
H 5.2386 -0.8846 -2.1116
H 3.2958 -1.1930 -0.6515
O 1.5958 2.0707 -0.7264
N 1.9542 1.3928 -1.7780
O 2.6390 1.8841 -2.6121
O 1.5197 0.2121 -1.8138
N -3.4725 2.0327 -0.9175
C -2.5154 2.3776 -1.7956
S -1.0020 1.6152 -1.7940
N -2.8440 3.3044 -2.6969
C -2.0349 4.0245 -3.6400
C -0.6977 4.3253 -3.4296
C -0.0265 5.0734 -4.3858
C -0.6749 5.5264 -5.5246
C -2.0163 5.2272 -5.7167
C -2.6974 4.4744 -4.7748
H -3.3104 1.2218 -0.3424
H -4.3892 2.4488 -0.9287
H -3.8243 3.5484 -2.7504
H -0.1793 3.9980 -2.5430
H 1.0176 5.3043 -4.2278
H -0.1414 6.1181 -6.2542
H -2.5343 5.5695 -6.6008
H -3.7409 4.2295 -4.9283
C 0.1740 -3.8554 -4.6304
C -0.5337 -3.4618 -3.3358
C -2.4236 -2.2008 -4.5996
C -1.4167 -4.6224 -2.8566
C -1.8809 -1.7212 -2.2011
N -1.0037 -1.7178 -1.1490
H -0.5437 -4.0705 -5.4205
H 0.7714 -4.7547 -4.4782
H 0.8379 -3.0623 -4.9776
H -1.9861 -2.3289 -5.5873
H -2.9835 -1.2657 -4.6151
H -3.1323 -3.0108 -4.4311
H -2.1322 -4.9103 -3.6255
H -1.9780 -4.3621 -1.9565
H -0.8027 -5.4965 -2.6369
```

**Maximum force**: 1.92 eV/A
**Gap between HOMO and LUMO (alpha / beta)**: 5.95 / 5.95 eV
**HOMO (alpha / beta)**: -0.471 / -0.471 Ha
**Total charge**: +2
**Calculated total energy**: -104451.0722 eV


Record 4
Below is a molecular structure, C49H49AlBF5GeN3O2SeSi2, with properties calculated with wB97M-V/def2-TZVPD.

Structure (XYZ):
```
114
C49H49AlBF5GeN3O2SeSi2 | the Open Molecules 2025 dataset | wB97M-V/def2-TZVPD
Al -1.4430 0.5438 0.9510
C -4.7624 2.6814 -1.8228
Si -3.0235 2.6072 -1.0961
C -2.3837 4.3738 -1.1905
C -2.0578 1.4947 -2.2809
C -3.0101 1.8416 0.6380
C -3.8686 0.6307 0.5515
C -5.2661 0.5470 0.5786
C -5.8713 -0.6796 0.4444
C -5.0877 -1.8240 0.2935
C -3.7222 -1.6817 0.3175
N -3.1343 -0.4907 0.4434
Si -3.5360 2.9955 2.0384
C -4.9171 4.1726 1.5218
C -4.1459 1.9908 3.5111
C -2.1330 4.0663 2.6626
H -4.6777 3.0636 -2.8411
H -5.4174 3.3546 -1.2761
H -5.2450 1.7072 -1.8845
H -2.9988 4.9299 -1.8984
H -1.3491 4.4218 -1.5190
H -2.4215 4.8901 -0.2344
H -1.7536 2.0612 -3.1641
H -2.6793 0.6698 -2.6300
H -1.1600 1.0468 -1.8421
H -5.8482 1.4485 0.6942
H -6.9495 -0.7568 0.4563
H -5.5281 -2.8037 0.1910
H -3.0672 -2.5345 0.2672
H -5.8456 3.6601 1.2713
H -4.6321 4.7802 0.6653
H -5.1345 4.8520 2.3468
H -4.6583 1.0655 3.2479
H -4.8349 2.5907 4.1052
H -3.3042 1.7276 4.1508
H -1.8420 4.8411 1.9555
H -1.2461 3.4826 2.9005
H -2.4553 4.5623 3.5793
F -2.8385 -1.6953 2.9361
C -1.9485 -0.9148 3.5898
C -1.2510 0.0816 2.9243
C -0.3700 0.7788 3.7351
F 0.3635 1.7798 3.2172
C -0.1828 0.5344 5.0883
F 0.6841 1.2572 5.8076
C -0.9088 -0.4750 5.6993
F -0.7453 -0.7388 6.9977
C -1.8018 -1.2111 4.9379
F -2.5037 -2.1984 5.5074
C 3.7886 3.7262 0.1287
N 2.9440 3.2381 -0.9375
C 1.6022 3.0669 -0.8606
Se 0.4910 3.4682 0.5382
N 1.1996 2.5599 -2.0525
C 2.2802 2.3768 -2.8901
C 2.3908 1.8722 -4.1729
C 3.6637 1.8346 -4.7212
C 4.7787 2.2920 -4.0146
C 4.6645 2.8002 -2.7305
C 3.3951 2.8269 -2.1802
H 3.2032 3.7217 1.0468
H 4.1256 4.7420 -0.0832
H 4.6459 3.0626 0.2331
H 0.2470 2.2723 -2.2147
H 1.5295 1.5140 -4.7167
H 3.7959 1.4452 -5.7205
H 5.7532 2.2475 -4.4796
H 5.5283 3.1445 -2.1811
O 1.0898 -0.2900 -1.1171
B 0.4571 -0.0245 0.1096
O 1.4589 0.2037 1.0881
C 2.6513 0.0738 0.4533
C 3.9228 0.1868 0.9757
C 4.9781 -0.0151 0.0898
C 4.7562 -0.3171 -1.2515
C 3.4692 -0.4283 -1.7682
C 2.4341 -0.2246 -0.8825
H 4.0796 0.4068 2.0207
H 5.9939 0.0559 0.4531
H 5.6015 -0.4654 -1.9081
H 3.2855 -0.6675 -2.8037
C -1.0678 -4.2660 1.3163
Ge 0.1105 -2.9451 0.4369
C 1.7446 -3.2538 1.4908
C 2.5042 -4.4122 1.3213
C 3.5280 -4.7301 2.1988
C 3.8038 -3.8993 3.2746
C 3.0416 -2.7602 3.4725
C 2.0180 -2.4435 2.5901
C 0.1394 -3.2753 -1.4997
C -1.0924 -3.2198 -2.1013
C -1.2812 -3.5049 -3.4706
C -0.2166 -3.8574 -4.2409
C 1.0859 -3.8929 -3.6854
C 2.2047 -4.2071 -4.4938
C 3.4699 -4.1740 -3.9853
C 3.6702 -3.8102 -2.6386
C 2.6054 -3.5219 -1.8338
C 1.2758 -3.5758 -2.3177
H -0.7251 -5.2411 0.9690
H -2.1345 -4.1907 1.1445
H -0.8807 -4.1897 2.3851
H 2.3049 -5.0804 0.4915
H 4.1075 -5.6299 2.0453
H 4.6047 -4.1451 3.9584
H 3.2407 -2.1132 4.3172
H 1.4275 -1.5537 2.7652
H -1.9676 -2.9516 -1.5230
H -2.2748 -3.4514 -3.8948
H -0.3444 -4.1021 -5.2880
H 2.0341 -4.4653 -5.5313
H 4.3176 -4.4145 -4.6124
H 4.6738 -3.7434 -2.2408
H 2.7813 -3.2130 -0.8139
```

**Maximum force**: 0.65 eV/A
**Gap between HOMO and LUMO (alpha / beta)**: 7.30 / 6.52 eV
**HOMO (alpha / beta)**: -0.255 / -0.275 Ha
**Calculated total energy**: -218657.5091 eV
**Expectation value of S²**: 0.754
**2S+1**: 2


> What is the maximum force in the second record?

0.45 eV/A